H10O5 | wB97M-V/def2-TZVPD

Its highest occupied orbital energy is -10.68 eV. As for the total energy: -382.13750 a.u. For the HOMO-LUMO gap, the calculation gives 0.3969 hartree. The total charge is 0.

Structure (XYZ):
```
15
Properties=species:S:1:pos:R:3:forces:R:3
O 1.720 2.130 0.587 4.2 -1.0 1.3
H 2.157 1.633 1.381 -1.7 1.2 -1.7
H 2.614 2.279 0.113 -2.3 0.0 0.5
O 0.113 0.721 -2.910 0.0 0.0 0.3
H -0.145 0.481 -2.008 0.0 -0.5 -0.1
H 0.072 1.672 -2.847 0.0 0.5 -0.4
O -0.320 -1.495 2.145 0.7 -3.7 -3.8
H -1.203 -1.855 2.106 -0.4 -1.1 -0.7
H -0.501 -0.895 2.753 -0.4 4.8 4.8
O -0.049 0.215 -0.088 -2.5 0.4 -6.3
H -0.163 -0.162 0.686 -0.6 -3.0 6.1
H 0.631 0.806 -0.050 3.0 2.7 0.3
O -1.428 -2.101 -0.874 -4.4 -4.0 -0.7
H -2.369 -2.069 -0.500 1.7 -0.6 -1.2
H -1.136 -1.354 -0.495 2.5 4.4 1.6
```
Forces are in eV/Å.

---

C5H13N | wB97M-V/def2-TZVPD

Its highest occupied orbital energy is -8.51 eV. As for the total energy: -252.91865 a.u. For the HOMO-LUMO gap, the calculation gives 0.3489 hartree. The total charge is 0.

Structure (XYZ):
```
19
Properties=species:S:1:pos:R:3:forces:R:3
C -1.952 -0.696 0.680 1.4 -1.0 2.6
C -1.427 -0.161 -0.634 -1.1 -1.3 -1.1
C -0.008 0.402 -0.642 1.4 -0.2 0.9
C 0.006 1.618 0.314 3.0 -2.4 1.4
C 2.373 -0.444 0.253 -0.2 -0.4 -1.6
H -2.404 0.153 1.307 0.5 -1.5 -0.7
H -0.978 -1.120 1.279 -2.6 0.7 -1.2
H -2.703 -1.551 0.475 1.1 1.5 0.7
H -2.169 0.586 -0.874 0.1 0.6 -0.8
H -1.644 -1.017 -1.332 0.9 0.9 0.0
H 0.413 0.687 -1.662 -1.0 0.0 0.9
H -0.769 2.280 0.058 -0.5 1.4 -0.4
H 1.109 1.963 0.331 -2.1 0.3 -0.1
H -0.171 1.218 1.370 0.1 0.6 -1.3
H 0.766 -1.440 -0.856 1.1 1.0 1.6
H 2.719 -0.317 1.595 -1.5 -0.1 -4.5
H 2.787 -1.547 -0.151 -0.1 3.5 1.3
H 2.679 0.602 -0.526 0.0 -3.2 2.7
N 0.916 -0.687 -0.120 -0.6 -0.3 -0.4
```
Forces are in eV/Å.

---

C4H12 | wB97M-V/def2-TZVPD

Its highest occupied orbital energy is -11.06 eV. As for the total energy: -159.54106 a.u. For the HOMO-LUMO gap, the calculation gives 0.4481 hartree. The total charge is 0.

Structure (XYZ):
```
16
Properties=species:S:1:pos:R:3:forces:R:3
C -0.011 1.976 0.710 0.9 0.1 0.0
C -0.631 2.393 -0.566 1.4 2.5 -1.9
H 0.469 2.788 1.263 -0.1 0.0 -0.2
H -0.626 1.445 1.401 -0.7 -0.4 0.3
H 0.730 1.323 0.348 1.5 -1.0 0.5
H -1.480 2.948 -0.397 -2.8 0.6 0.2
H -0.700 1.729 -1.423 -0.4 -0.7 0.6
H -0.067 3.254 -1.040 0.2 -0.9 0.6
C 0.781 -1.789 0.251 0.7 2.4 1.5
C -0.236 -2.736 -0.360 0.1 -0.7 -0.8
H 1.722 -2.236 0.676 -0.6 0.2 -1.2
H 0.955 -0.787 -0.290 0.3 -2.0 0.0
H 0.442 -1.294 1.189 -0.6 -0.7 -0.3
H -0.926 -2.193 -1.072 -0.1 -0.4 1.7
H -0.638 -3.441 0.448 -0.1 1.2 -1.4
H 0.215 -3.379 -1.138 0.4 -0.1 0.6
```
Forces are in eV/Å.

---

Repeat the first record exactly.
H10O5 | wB97M-V/def2-TZVPD

Its highest occupied orbital energy is -10.68 eV. As for the total energy: -382.13750 a.u. For the HOMO-LUMO gap, the calculation gives 0.3969 hartree. The total charge is 0.

Structure (XYZ):
```
15
Properties=species:S:1:pos:R:3:forces:R:3
O 1.720 2.130 0.587 4.2 -1.0 1.3
H 2.157 1.633 1.381 -1.7 1.2 -1.7
H 2.614 2.279 0.113 -2.3 0.0 0.5
O 0.113 0.721 -2.910 0.0 0.0 0.3
H -0.145 0.481 -2.008 0.0 -0.5 -0.1
H 0.072 1.672 -2.847 0.0 0.5 -0.4
O -0.320 -1.495 2.145 0.7 -3.7 -3.8
H -1.203 -1.855 2.106 -0.4 -1.1 -0.7
H -0.501 -0.895 2.753 -0.4 4.8 4.8
O -0.049 0.215 -0.088 -2.5 0.4 -6.3
H -0.163 -0.162 0.686 -0.6 -3.0 6.1
H 0.631 0.806 -0.050 3.0 2.7 0.3
O -1.428 -2.101 -0.874 -4.4 -4.0 -0.7
H -2.369 -2.069 -0.500 1.7 -0.6 -1.2
H -1.136 -1.354 -0.495 2.5 4.4 1.6
```
Forces are in eV/Å.

---

Question: Number 1 is which compound?
Answer: H10O5